ORCA calculation (wB97M-V/def2-TZVPD) on C3HN5 in the gas phase.

Calculated values
- gap between HOMO and LUMO (eV) = 10.33
- multiplicity = 1
- LUMO energy (eV) = -0.8
- strongest force on any atom (eV/Å) = 6.45

Atoms and positions in Å:
N: 2.68166 -0.32221 -1.38371
C: 1.81156 -0.76523 -0.78596
C: 0.60013 -1.52135 0.28001
C: -0.10388 -0.49695 1.03680
N: -1.19728 0.24257 0.42908
N: -1.58392 -0.74400 1.04592
N: 0.92106 -2.84846 0.60521
N: 0.15275 -2.73624 -0.30303
H: 0.54979 0.02206 1.72094

---

ORCA calculation (wB97M-V/def2-TZVPD) on C3HNO2 in the gas phase.

Calculated values
- gap between HOMO and LUMO (eV) = 9.16
- multiplicity = 1
- LUMO energy (eV) = -0.4
- strongest force on any atom (eV/Å) = 1.47

Atoms and positions in Å:
C: -0.97617 0.03159 -0.01448
C: -0.29977 -1.08416 -0.00170
C: 2.14175 0.64647 0.04087
N: 1.04500 1.02089 0.00367
O: -0.26401 1.24591 -0.03402
O: 0.39276 -2.01501 -0.00553
H: -2.03957 0.15431 0.01119

---

ORCA calculation (wB97M-V/def2-TZVPD) on C3HNO2 in the gas phase.

Calculated values
- gap between HOMO and LUMO (eV) = 8.29
- multiplicity = 1
- LUMO energy (eV) = -0.7
- strongest force on any atom (eV/Å) = 3.07

Atoms and positions in Å:
C: -1.40153 -0.79359 0.34013
C: -0.36908 -0.17152 0.33003
C: 0.98875 0.33834 -0.82183
N: 0.73794 0.67476 0.37930
O: 1.38652 -0.27015 -1.73760
O: 0.92889 1.60505 1.18891
H: -2.27150 -1.38289 0.32107

---

ORCA calculation (wB97M-V/def2-TZVPD) on C3HNO2 in the gas phase.

Calculated values
- gap between HOMO and LUMO (eV) = 8.93
- multiplicity = 1
- LUMO energy (eV) = -2.4
- strongest force on any atom (eV/Å) = 4.30

Atoms and positions in Å:
N: -2.45698 -0.59250 -0.12710
C: -1.39076 -0.12087 0.06278
C: -0.02758 0.40242 0.17728
O: 0.23076 1.59082 -0.04209
C: 0.98053 -0.75973 0.10065
O: 2.17005 -0.48875 -0.13225
H: 0.61927 -1.80003 0.24018

---

ORCA calculation (wB97M-V/def2-TZVPD) on C3HNO2S in the gas phase.

Calculated values
- gap between HOMO and LUMO (eV) = 10.13
- multiplicity = 1
- LUMO energy (eV) = -0.4
- strongest force on any atom (eV/Å) = 6.25

Atoms and positions in Å:
N: -2.96528 0.56325 -0.01021
C: -2.06781 -0.13987 0.29520
S: -0.90069 -1.32382 0.60483
C: 0.64368 -0.45750 0.25888
O: 0.79635 -0.21987 -1.04995
C: 1.08714 0.85140 -0.35977
O: 1.90124 1.70798 -0.42308
H: 1.50537 -0.98157 0.68410

---

ORCA calculation (wB97M-V/def2-TZVPD) on C3HNO2S2 in the gas phase.

Calculated values
- gap between HOMO and LUMO (eV) = 6.69
- multiplicity = 1
- LUMO energy (eV) = -1.5
- strongest force on any atom (eV/Å) = 6.87

Atoms and positions in Å:
C: 0.78354 1.28656 -1.25964
C: 0.62278 2.54926 -1.00348
C: 0.16740 -0.02329 -0.46710
N: 0.40628 -1.11290 -1.07777
O: 1.13974 -0.93258 -2.37687
O: 0.10361 -2.25155 -0.76032
S: 0.17208 3.99573 -0.51282
S: 1.71718 0.60446 -2.64236
H: -0.52182 0.14919 0.26014

---

| no. | E (eV) |
| --- | --- |
| 1 | -10571.3136 |
| 2 | -8706.5777 |
| 3 | -8704.9116 |
| 4 | -8709.8222 |
| 5 | -19543.9758 |
| 6 | -30376.0896 |